# 1
{
  "formula": "C3H9NO2",
  "method": "wB97M-V/def2-TZVPD",
  "species": ["C", "C", "O", "H", "H", "H", "H", "N", "C", "O", "H", "H", "H", "H", "H"],
  "xyz": [[0.49936, 1.89772, 0.03323], [0.67876, 1.62637, -1.25857], [1.39058, 0.61754, -1.75513], [0.42156, 3.05749, 0.14644], [0.26203, 1.24704, 0.83389], [0.15094, 2.14704, -2.09255], [2.28679, 0.81476, -1.44703], [-0.48804, -1.16477, 1.71556], [-1.10497, -1.19148, 0.37365], [-0.16507, -1.47836, -0.65447], [-1.21051, -1.00106, 2.56828], [0.29122, -1.85085, 1.86352], [-1.76053, -2.10118, 0.12515], [-1.32677, -0.21563, 0.09360], [0.07463, -2.40464, -0.54556]],
  "mulliken_charge": [-0.76, -0.07, -0.45, 0.17, 0.47, 0.30, 0.35, -0.49, -0.34, -0.49, 0.22, 0.18, 0.33, 0.29, 0.29],
  "smiles": "C=CO.NCO",
  "gap_ev": 9.330,
  "max_force_ev_per_a": 3.951,
  "mol_weight_g_mol": 91.11,
  "e_lumo_ev": 0.92,
  "e_above_lowest_kcal_mol": 107.6
}

# 2
{
  "formula": "C12H20N3O11V",
  "method": "wB97M-V/def2-TZVPD",
  "species": ["O", "V", "O", "O", "C", "C", "O", "H", "H", "H", "H", "C", "C", "O", "H", "H", "H", "H", "H", "C", "N", "O", "O", "H", "H", "H", "C", "N", "O", "O", "H", "H", "H", "C", "C", "C", "C", "C", "C", "N", "O", "O", "H", "H", "H", "H", "H"],
  "xyz": [[0.26278, 0.07547, 0.57797], [-0.10869, 1.45618, -0.17166], [-1.58727, 1.83470, 0.27679], [-0.82460, 0.73838, -2.28893], [0.22016, 0.63710, -3.22823], [1.71144, 0.88391, -2.64071], [1.82221, 1.77361, -1.57159], [-0.06558, 1.38895, -3.96387], [0.20504, -0.31214, -3.76378], [2.32157, 1.17611, -3.49538], [2.13869, -0.09048, -2.40382], [0.10300, 2.57556, 2.92918], [0.99672, 3.50717, 2.11454], [0.65804, 3.46216, 0.74496], [0.13044, 1.55670, 2.54283], [-0.96069, 2.79452, 2.83575], [0.40136, 2.46341, 3.97153], [2.05189, 3.31369, 2.30764], [0.85187, 4.48837, 2.56661], [-2.87592, 4.94943, 1.88772], [-3.07131, 4.85848, 0.37488], [-3.60092, 3.89281, -0.18572], [-2.64209, 5.90897, -0.18164], [-1.89583, 5.42347, 1.83468], [-3.01610, 3.91412, 2.19849], [-3.67275, 5.62307, 2.20293], [-2.85045, -1.17073, 0.11757], [-4.28956, -1.50092, 0.15323], [-4.97274, -1.41471, -0.85242], [-4.80610, -1.78719, 1.29660], [-2.64260, -0.65832, 1.05690], [-2.79622, -0.53716, -0.76773], [-2.29076, -2.09639, -0.01659], [2.25281, -4.87592, -2.28084], [1.86417, -3.62638, -1.91869], [2.05933, -3.12976, -0.62207], [2.65699, -3.87992, 0.36583], [3.02028, -5.19851, 0.03495], [2.86471, -5.71158, -1.26689], [2.88135, -3.35724, 1.74222], [2.41107, -2.27465, 1.99381], [3.47649, -4.00377, 2.49314], [2.10886, -5.19405, -3.30284], [1.36486, -3.08249, -2.70689], [1.65697, -2.19333, -0.26485], [3.35769, -5.87374, 0.80735], [3.11919, -6.72694, -1.53275]],
  "mulliken_charge": [-0.70, 1.16, -0.55, -0.71, -0.42, -0.31, -0.69, 0.32, 0.25, 0.35, 0.02, -0.71, -0.22, -0.69, 0.13, -0.08, 0.43, 0.29, 0.25, -0.65, 0.90, -0.46, -0.59, 0.30, 0.19, 0.28, -0.51, 0.88, -0.54, -0.59, 0.21, 0.26, 0.24, -0.39, -0.48, -0.29, -0.14, -0.30, -0.52, 1.07, -0.57, -0.66, 0.40, 0.42, 0.68, 0.37, 0.35],
  "charge": -2,
  "gap_ev": 4.875,
  "max_force_ev_per_a": 5.546,
  "mol_weight_g_mol": 433.25,
  "e_lumo_ev": 3.91,
  "e_above_lowest_kcal_mol": 0.0
}

# 3
{
  "formula": "C5H10O3Y",
  "method": "wB97M-V/def2-TZVPD",
  "species": ["O", "C", "C", "O", "C", "C", "O", "C", "Y", "H", "H", "H", "H", "H", "H", "H", "H", "H", "H"],
  "xyz": [[-2.28351, 0.70778, 1.49997], [-2.44916, 1.29047, 2.67443], [-1.52950, 2.04501, 3.32401], [1.28548, 0.07683, 0.74576], [2.09620, 0.14900, -0.38190], [1.66796, -0.86836, -1.43476], [0.24341, -0.76484, -1.56363], [-0.32533, -1.58858, -2.56837], [-0.68351, -0.25339, 0.44277], [-3.44960, 1.19213, 3.13147], [-1.74835, 2.41621, 4.32582], [-0.65940, 2.44665, 2.79735], [3.15869, -0.05357, -0.14746], [2.06148, 1.15765, -0.84269], [1.91218, -1.89655, -1.11901], [2.13765, -0.67094, -2.41039], [-1.41379, -1.47825, -2.50932], [0.02577, -1.26688, -3.55856], [-0.04668, -2.64036, -2.40550]],
  "mulliken_charge": [-0.70, 0.23, -0.74, -0.68, -0.42, -0.35, -0.35, -0.70, 1.71, 0.30, 0.24, 0.16, 0.34, 0.30, 0.33, 0.39, 0.31, 0.27, 0.36],
  "charge": 1,
  "gap_ev": 6.302,
  "max_force_ev_per_a": 2.752,
  "mol_weight_g_mol": 207.04,
  "e_lumo_ev": -5.19,
  "e_above_lowest_kcal_mol": 0.0
}

# 4
{
  "formula": "C8H12N4",
  "method": "wB97M-V/def2-TZVPD",
  "species": ["C", "C", "N", "H", "H", "H", "C", "C", "N", "H", "H", "H", "C", "C", "N", "H", "H", "H", "C", "C", "N", "H", "H", "H"],
  "xyz": [[-3.70226, -0.14114, 5.48959], [-4.89183, -1.02545, 5.51292], [-5.82851, -1.71058, 5.53913], [-4.06815, 0.76679, 5.96905], [-3.26264, 0.13337, 4.53070], [-2.89618, -0.48591, 6.13728], [-3.22640, 3.80126, 0.92831], [-4.43197, 3.29971, 1.54108], [-5.42737, 2.92011, 2.02430], [-3.22783, 4.86563, 0.69333], [-2.85853, 3.24601, 0.06547], [-2.38203, 3.73968, 1.61486], [6.66123, -2.63289, -4.82860], [7.46209, -3.78139, -5.14320], [8.07414, -4.74381, -5.42230], [6.34869, -2.43970, -3.80239], [5.76822, -2.74752, -5.44301], [7.14860, -1.70734, -5.13508], [1.08063, -0.24911, -2.11489], [0.21826, -0.18443, -0.92491], [-0.41126, -0.10635, 0.02499], [0.56483, -0.77572, -2.91783], [1.99013, -0.80882, -1.89664], [1.29814, 0.76760, -2.44214]],
  "mulliken_charge": [-0.71, 0.29, -0.35, 0.24, 0.26, 0.27, -0.79, 0.36, -0.36, 0.28, 0.26, 0.26, -0.76, 0.34, -0.35, 0.28, 0.24, 0.25, -0.70, 0.26, -0.31, 0.26, 0.25, 0.25],
  "smiles": "CC#N.CC#N.CC#N.CC#N",
  "gap_ev": 11.499,
  "max_force_ev_per_a": 3.832,
  "mol_weight_g_mol": 164.21,
  "e_lumo_ev": 0.06,
  "e_above_lowest_kcal_mol": 57.8
}